Record 1
The following is a quantum chemistry calculation of C25H33N4NaO6S as an isolated structure, from the Open Molecules 2025 dataset.

Calculated values
Multiplicity: 1
E_LUMO in hartree: 0.00447
Orbital gap in eV: 7.6

Each line ends with the Mulliken charge.
CARTESIAN COORDINATES (ANGSTROEM)
Na  -0.681863  -0.255790  -0.116570  0.919
C  -3.550077  -0.949771  -1.983039  -0.880
C  -3.167334  -0.003704  -3.101696  -0.520
O  -1.809978  0.316083  -2.923230  0.048
C  -1.332098  1.433774  -3.633062  -0.630
C  -1.976923  2.742654  -3.174400  -0.953
O  -2.317928  2.604728  -1.815235  0.096
C  -2.678311  3.819276  -1.203409  -0.701
C  -3.346388  3.523114  0.143648  -0.712
O  -2.856485  2.345279  0.742615  -0.163
C  -3.825238  1.319833  0.920723  -0.790
C  -4.240259  0.613472  -0.345965  -0.150
O  -3.302216  -0.404038  -0.693621  -0.194
H  -2.951150  -1.857845  -2.052489  0.380
H  -4.606989  -1.220494  -2.083676  0.401
H  -3.792912  0.894515  -3.088446  0.311
H  -3.326954  -0.509234  -4.063647  0.431
H  -1.483600  1.314824  -4.713139  0.347
H  -0.258963  1.454970  -3.443919  0.322
H  -2.871691  2.983474  -3.761283  0.409
H  -1.263927  3.563009  -3.320920  0.426
H  -3.394368  4.364566  -1.831395  0.334
H  -1.795458  4.457316  -1.084482  0.401
H  -4.431549  3.467953  0.016584  0.384
H  -3.142029  4.357846  0.819168  0.414
H  -4.719563  1.734955  1.397767  0.416
H  -3.386940  0.597172  1.605893  0.179
H  -4.325680  1.339660  -1.157626  0.168
H  -5.223030  0.152430  -0.193940  0.374
C  7.446756  -0.514209  1.100359  -1.479
C  6.006154  -0.946714  1.204406  0.974
C  5.676368  -2.291592  1.317452  -0.707
C  4.353517  -2.699497  1.443944  -0.253
C  3.346342  -1.748714  1.453494  -0.248
C  3.654445  -0.395699  1.342368  -0.357
C  4.975728  -0.005151  1.218070  -0.890
S  1.653940  -2.244202  1.625904  1.214
O  1.138024  -1.553166  2.781079  -0.668
O  1.668322  -3.689016  1.671810  -0.758
N  0.928935  -1.647138  0.345110  -0.361
C  1.082531  -2.218041  -0.912596  0.717
C  1.852965  -3.357632  -1.247358  -0.553
C  1.856786  -3.807060  -2.546659  -0.522
C  1.103889  -3.153225  -3.521481  -0.925
C  0.398188  -2.041838  -3.119817  -0.278
N  0.394717  -1.562792  -1.873172  -0.112
H  8.041251  -1.244268  0.549680  0.371
H  7.892606  -0.409904  2.092495  0.288
H  7.537293  0.448570  0.596605  0.359
H  6.465624  -3.035742  1.303758  0.358
H  4.093589  -3.746520  1.532759  0.491
H  2.856389  0.337822  1.355009  0.460
H  5.218102  1.048596  1.127180  0.344
H  2.402431  -3.882102  -0.481374  0.333
H  2.442123  -4.682313  -2.803920  0.403
H  1.075044  -3.487782  -4.549405  0.391
H  -0.195651  -1.477775  -3.832613  0.371
N  -1.755581  -1.272304  2.975694  -0.300
C  -1.166284  -0.032334  3.177515  0.171
C  -0.958395  0.447499  4.476256  -0.991
C  -0.348387  1.666220  4.641400  -0.288
C  0.025089  2.405236  3.520138  -1.146
C  -0.256750  1.866473  2.288166  -0.427
N  -0.844873  0.676740  2.099067  0.655
H  -1.603836  -1.918462  3.734554  0.298
H  -1.499426  -1.701961  2.098436  0.226
H  -1.247195  -0.157762  5.325521  0.374
H  -0.152986  2.044159  5.637397  0.406
H  0.515215  3.364298  3.605313  0.452
H  -0.013090  2.419254  1.386238  0.538

Forces on atoms 1 to 2 (eV/Å):
Na -0.7349 0.5630 -0.4160
C 0.0268 0.0440 0.1482

Record 2
The following is a quantum chemistry calculation of C25H33N6NdOS2Si as an isolated structure, from the Open Molecules 2025 dataset.

Calculated values
Multiplicity: 4
E_LUMO (alpha / beta) in hartree: -0.00727 / -0.00722
<S²>: 3.7527
Orbital gap (alpha / beta) in eV: 6.9 / 6.9

Each line ends with the Löwdin spin population.
CARTESIAN COORDINATES (ANGSTROEM)
Nd  1.077219  -0.405563  0.467100  3.034
C  -2.629150  -3.275099  -0.654000  0.000
C  -1.245595  -2.828598  -0.204062  -0.002
N  -1.091922  -1.495145  -0.021739  -0.004
N  -2.136462  -0.816045  -0.519880  0.001
C  -1.965103  0.490872  -0.785041  0.001
S  -0.521995  1.403900  -1.045339  -0.008
S  -3.400530  1.433774  -0.771023  -0.001
C  -4.142404  0.687074  -2.293551  0.000
C  -3.543531  1.142660  -3.600182  0.000
C  -4.170494  2.173275  -4.252894  0.000
C  -3.759850  2.647710  -5.494358  0.000
C  -2.648951  2.046720  -6.074061  0.000
C  -1.978170  0.998725  -5.428172  0.000
C  -2.384357  0.569664  -4.174891  0.000
C  -0.232394  -3.798381  0.064599  0.000
C  -0.592859  -5.113852  0.490837  0.000
C  0.339447  -6.137662  0.512559  0.000
C  1.610102  -5.968082  0.006282  0.000
C  2.011708  -4.705267  -0.507042  0.000
C  1.122170  -3.604468  -0.460280  -0.001
O  1.514798  -2.457783  -0.907291  -0.003
H  -2.795040  -2.948030  -1.704031  0.000
H  -3.349805  -2.691854  -0.049772  0.000
H  -2.745630  -4.319027  -0.570249  0.000
H  -5.211587  0.997507  -2.214822  0.000
H  -4.057474  -0.393486  -2.177437  0.000
H  -5.067649  2.592889  -3.789318  0.000
H  -4.283227  3.452175  -6.004160  0.000
H  -2.282645  2.371226  -7.057964  0.000
H  -1.104521  0.557478  -5.923290  0.000
H  -1.778793  -0.130291  -3.580260  0.000
H  -1.580734  -5.314968  0.928412  0.000
H  0.046842  -7.123476  0.851089  0.000
H  2.301665  -6.813210  -0.053101  0.000
H  2.981636  -4.539774  -0.970875  0.000
C  -1.308870  -1.025196  3.742421  0.000
C  -0.382238  0.181790  3.724323  0.000
C  -0.510702  1.111745  4.772934  0.000
C  0.241818  2.293755  4.723573  0.000
C  0.978387  2.526839  3.576703  0.000
C  1.069414  1.558545  2.535204  0.001
N  0.450042  0.343222  2.704341  -0.006
N  1.706400  1.714059  1.370529  -0.006
Si  2.606324  3.126158  0.806696  0.000
C  3.006594  2.955545  -1.001706  0.000
C  1.458269  4.595334  0.982064  0.000
C  4.184025  3.433820  1.845270  0.000
H  -1.256501  -1.548588  4.718644  0.000
H  -1.021311  -1.735969  2.976017  0.000
H  -2.369419  -0.760255  3.618461  0.000
H  -1.234900  0.903453  5.557877  0.000
H  0.240247  3.032806  5.526695  0.000
H  1.617561  3.412542  3.510522  0.000
H  2.185488  3.417470  -1.553887  0.000
H  3.088745  1.926998  -1.408348  0.000
H  3.940982  3.519000  -1.207700  0.000
H  0.715384  4.480809  0.194691  0.000
H  1.995054  5.510302  0.721648  0.000
H  0.937370  4.728336  1.938961  0.000
H  5.064782  3.023299  1.355516  0.000
H  4.122249  2.972303  2.831509  0.000
H  4.343854  4.501795  1.956554  0.000
N  3.111428  -1.790592  1.783389  -0.002
N  3.583092  -1.032125  0.625900  -0.003
H  3.321904  -1.213747  2.592788  0.000
H  3.600849  -2.689521  1.889342  0.000
H  3.728346  -1.622912  -0.210337  0.000
H  4.480604  -0.536632  0.767592  0.000

Forces on atoms 1 to 2 (eV/Å):
Nd -0.0139 -0.8168 -0.8712
C 0.4386 1.7197 -0.2523

Record 3
The following is a quantum chemistry calculation of C25H34BF9N2O6P2PdSe as an isolated structure, from the Open Molecules 2025 dataset.

Calculated values
Net charge: -2
Multiplicity: 1
E_LUMO in hartree: 0.13613
Orbital gap in eV: 6.3

Each line ends with the Mulliken charge.
CARTESIAN COORDINATES (ANGSTROEM)
Pd  -1.930104  2.659070  3.331611  -0.172
C  -2.065081  0.981593  -0.307793  -0.934
C  -2.339124  0.531806  -1.755035  0.646
C  -2.486522  1.740438  -2.666259  -1.606
O  -1.275864  -0.261773  -2.304611  -0.276
P  -1.115916  -1.748689  -1.781776  0.555
O  -2.382388  -2.275043  -1.254958  -0.971
C  0.236179  -1.679260  -0.662219  -0.301
P  1.971210  -1.946869  -1.022952  0.333
O  2.220067  -3.175566  -1.773854  -0.864
O  2.629626  -0.682059  -1.685726  0.049
C  3.078320  -0.370286  -3.033097  0.844
C  4.337741  -1.152815  -3.323722  -1.446
C  3.327782  1.139700  -3.137030  -1.464
O  2.475878  -1.914507  0.496018  -0.272
C  3.842566  -1.689098  1.057641  0.558
C  4.828049  -2.494532  0.252274  -1.108
C  4.156401  -0.241060  1.009192  -1.157
O  -0.538522  -2.523958  -2.992141  0.058
C  -1.449071  -3.083696  -3.923230  0.530
C  -1.888181  -4.425071  -3.421049  -1.419
C  -0.640332  -3.113049  -5.260444  -1.492
H  -2.949941  1.425446  0.209562  0.436
H  -1.227972  1.665177  -0.194471  0.312
H  -1.790263  0.082405  0.233980  -0.028
H  -3.245029  -0.112834  -1.863868  0.353
H  -1.609650  2.339006  -2.701107  0.360
H  -3.281139  2.379605  -2.345775  0.418
H  -2.637590  1.353622  -3.738027  0.327
H  0.073840  -2.226471  0.290969  0.566
H  0.136800  -0.650189  -0.242006  0.092
H  2.289938  -0.719646  -3.723555  0.180
H  5.243542  -0.697497  -2.880481  0.333
H  4.547420  -1.302927  -4.384438  0.371
H  4.312449  -2.177702  -2.949279  0.376
H  4.200123  1.395059  -2.531981  0.329
H  2.461490  1.722767  -2.904635  0.361
H  3.492936  1.359232  -4.210218  0.394
H  3.814004  -2.000463  2.073790  0.376
H  4.803242  -2.262625  -0.807947  0.069
H  4.529173  -3.539226  0.276043  0.327
H  5.880484  -2.437809  0.532750  0.414
H  4.424947  0.045657  0.008223  0.077
H  5.010044  -0.076475  1.631462  0.538
H  3.273100  0.319463  1.382101  0.150
H  -2.316012  -2.466238  -4.066839  0.338
H  -1.092986  -5.167596  -3.340516  0.286
H  -2.736021  -4.701040  -4.009584  0.467
H  -2.317269  -4.310296  -2.415797  0.362
H  0.254086  -3.742228  -5.147068  0.282
H  -0.298535  -2.139760  -5.577054  0.339
H  -1.355602  -3.467667  -5.983953  0.477
N  -3.112311  -2.174890  4.524459  -0.541
C  -2.506950  -1.237721  4.845240  -0.254
C  -1.538121  -0.162081  4.673025  0.584
C  -0.590056  0.187134  5.593039  -0.001
C  0.452099  1.028483  5.239403  -0.665
C  0.491932  1.485172  3.923161  -0.446
N  -0.455781  1.121275  3.001180  -0.557
C  -1.504035  0.357845  3.407450  -0.114
H  -0.810028  -0.260180  6.549764  0.380
H  1.179360  1.373500  5.955152  0.412
H  1.379054  2.036352  3.624470  0.409
H  -2.191365  0.097131  2.654306  0.620
F  8.049846  -0.403844  2.400477  -0.404
B  8.353804  -0.179486  1.069732  0.596
F  7.619969  -0.977252  0.194630  -0.334
F  8.048569  1.166015  0.684396  -0.442
F  9.722532  -0.427671  0.856162  -0.396
F  -9.406866  4.530871  2.611753  -0.320
C  -8.039600  4.448630  2.667549  0.372
C  -7.404292  3.248152  3.000286  -0.053
F  -8.147166  2.157650  3.063022  -0.315
C  -6.057573  3.184982  3.179456  0.593
F  -5.535500  1.949091  3.365539  -0.217
C  -5.224696  4.283623  2.991176  -0.412
Se  -3.348979  4.454411  3.061777  -0.190
C  -5.911264  5.486692  2.791455  0.280
F  -5.286304  6.671578  2.620659  -0.300
C  -7.279510  5.575812  2.641861  0.255
F  -7.829090  6.814707  2.348299  -0.314

Forces on atoms 1 to 2 (eV/Å):
Pd 0.8575 -1.4419 -0.1209
C -0.6028 -0.7508 0.0927

Calculated energy relative to the best compared isomer or geometry (same formula, charge and spin), 14.6 0.0 0.0 kcal per mole (same order as the records).